# 1
Entry from the OMol25 dataset: a structure of composition C20H46O3P4PtS at a distorted geometry (wB97M-V/def2-TZVPD).

Structure (XYZ):
```
75
Properties=species:S:1:pos:R:3:forces:R:3:lowdin_charge:R:1
Pt 0.7810 0.0942 0.3746 -0.5 0.0 0.0 0.711
P 1.4469 -0.6294 2.5563 0.0 -0.5 0.2 0.739
P 2.4964 0.1266 -1.2206 1.1 -0.6 -0.4 0.634
P -0.2594 -1.9029 -0.3687 0.2 -1.1 -0.1 0.736
H -0.9955 1.9911 -0.5396 0.2 -0.4 0.0 0.074
C -1.1735 0.9568 -0.2362 -1.1 0.5 2.0 -0.184
C -1.1974 0.6530 1.1711 -0.8 0.6 -0.9 -0.260
H -1.1061 1.4919 1.8641 0.1 -0.5 -0.2 0.045
C 1.9198 0.5446 3.8614 0.0 0.4 -0.4 -0.205
C 2.9398 -1.6630 2.3549 -0.3 0.1 -0.2 -0.204
C 0.1590 -1.6007 3.3927 0.1 0.0 -0.3 -0.210
C 1.9369 0.7672 -2.8448 -0.1 -0.1 0.2 -0.212
C 3.9970 1.1171 -0.9461 0.0 -0.1 0.0 -0.256
C 3.2239 -1.5409 -1.4734 0.0 0.3 -0.1 -0.230
C -1.9417 -2.2751 0.2454 0.0 0.2 0.0 -0.225
C 0.7067 -3.3809 0.0797 -0.1 0.0 -0.1 -0.212
C -0.4057 -1.8752 -2.1908 0.0 0.0 0.0 -0.238
H -1.7859 0.3825 -0.9382 0.6 -0.1 0.2 0.056
H -1.8085 -0.1667 1.5559 0.3 0.2 -0.3 0.047
H 1.1263 1.2900 4.0155 0.2 -0.2 0.0 0.060
H 2.8463 1.0304 3.5316 -0.3 -0.1 0.5 0.034
H 2.0759 -0.0096 4.7996 0.0 0.1 -0.3 0.092
H 3.7425 -1.0333 1.9413 -0.2 -0.3 0.2 0.056
H 2.7385 -2.5024 1.6753 0.2 0.3 0.3 0.033
H 3.2292 -2.0420 3.3425 0.0 0.0 -0.2 0.086
H -0.6941 -0.9343 3.5835 0.2 -0.3 0.1 0.067
H 0.5914 -1.9409 4.3442 -0.3 0.0 -0.2 0.085
H -0.1592 -2.4621 2.7899 0.1 0.3 0.3 0.034
H 2.7868 0.7386 -3.5420 -0.2 0.0 0.2 0.083
H 1.6250 1.8078 -2.6941 0.1 -0.2 -0.2 0.060
H 1.0967 0.2036 -3.2668 0.3 0.2 0.1 0.036
H 4.6565 0.9418 -1.8085 -0.1 0.1 0.3 0.085
H 4.4927 0.8086 -0.0164 -0.1 0.1 -0.4 0.040
H 3.7471 2.1849 -0.9098 0.2 -0.2 -0.1 0.028
H 4.0873 -1.4388 -2.1411 -0.1 -0.1 0.1 0.078
H 2.5168 -2.2575 -1.9097 0.3 0.3 0.1 0.036
H 3.5709 -1.9143 -0.4999 0.0 0.1 -0.3 0.042
H -2.2986 -3.2275 -0.1713 0.2 0.2 0.1 0.068
H -2.6448 -1.4858 -0.0420 0.1 -0.2 0.0 0.046
H -1.9400 -2.3506 1.3385 0.0 -0.1 -0.2 0.053
H 0.2665 -4.2562 -0.4131 0.1 0.1 0.1 0.084
H 0.6853 -3.5340 1.1657 -0.1 0.0 -0.3 0.047
H 1.7504 -3.2806 -0.2322 -0.3 -0.1 0.0 0.026
H -0.9235 -2.7761 -2.5460 0.2 0.1 0.1 0.048
H 0.5813 -1.8212 -2.6654 -0.3 -0.1 0.2 0.032
H -0.9775 -0.9909 -2.4987 0.1 -0.2 0.0 0.046
C -5.3712 -2.0009 -3.4922 1.3 -0.6 0.2 -0.531
C -5.6417 -1.8001 -4.8564 -0.9 0.6 -1.5 -0.040
C -6.8310 -1.1798 -5.2461 1.4 -0.7 -0.8 0.015
C -7.7675 -0.7702 -4.2945 -0.3 0.2 -0.5 0.047
C -7.5055 -0.9965 -2.9496 0.5 -0.4 2.0 0.001
C -6.3275 -1.6148 -2.5384 -1.2 0.6 0.9 -0.056
S -3.8546 -2.7183 -2.9571 -1.6 0.6 -0.1 0.992
H -3.2866 -2.8500 -4.1551 0.0 -0.1 -0.4 -0.070
H -4.9223 -2.1203 -5.6113 -0.3 0.1 0.2 0.127
H -7.0242 -1.0132 -6.3113 0.1 -0.1 0.4 0.146
H -8.6917 -0.2800 -4.6074 0.3 -0.2 0.1 0.153
H -8.2379 -0.6811 -2.1892 0.4 -0.2 -0.5 0.147
H -6.1356 -1.7959 -1.4749 -0.2 0.1 -0.4 0.127
C 4.6023 2.6964 2.0084 0.6 0.3 -1.1 -0.033
O 3.2169 2.2334 1.8372 -2.1 -0.3 -1.1 -0.412
P 2.0275 3.1252 0.9736 -0.6 2.4 4.5 1.120
O 2.3200 4.5233 1.7546 -0.5 -1.8 -1.6 -0.318
C 2.3510 4.4319 3.2293 0.0 0.1 0.4 -0.038
O 0.3258 2.9821 1.3034 3.2 -0.6 -1.1 -0.424
C -0.4934 3.9150 2.0833 -0.1 0.6 0.7 -0.043
H 5.2896 1.9026 1.6637 -0.6 0.4 0.1 0.104
H 4.8536 2.9069 3.0623 -0.7 0.0 -0.3 0.125
H 4.7089 3.5900 1.3759 0.4 -0.2 0.5 0.114
H 1.9852 3.4477 3.6335 0.3 1.0 -0.6 0.088
H 3.4002 4.5801 3.5348 -0.7 0.2 0.0 0.109
H 1.6649 5.2430 3.5040 0.6 -0.2 0.4 0.119
H -0.4905 3.5421 3.1224 0.1 0.4 -0.4 0.110
H -0.1361 4.9466 1.9986 0.1 -0.3 0.1 0.107
H -1.5382 3.9171 1.7301 0.6 -0.4 -0.4 0.121
```
Forces are in eV/Å.

## Properties
Total charge: +4
Expectation value of S²: 6.037
HOMO (spin up / spin down): -18.61 / -19.56 eV
Frontier orbital gap (spin up / spin down): 7.58 / 4.45 eV
E: -78824.251 eV
2S+1: 5

=====

# 2
Entry from the OMol25 dataset: a structure of composition C25H24Cl4NO2PdSi at a distorted geometry (wB97M-V/def2-TZVPD).

Structure (XYZ):
```
58
Properties=species:S:1:pos:R:3:forces:R:3:lowdin_charge:R:1
Pd 0.9133 1.3350 0.0836 0.3 0.2 1.2 0.882
C 1.9008 0.2876 -1.3264 -0.1 0.2 -0.5 -0.323
Si 1.0851 -1.2535 -0.7480 0.0 -0.2 -0.6 0.571
C -0.7104 -1.1089 -1.3366 0.0 0.1 0.0 -0.235
N -1.2236 0.2402 -1.0084 -0.2 -0.4 0.2 -0.224
C -1.9470 0.8494 -2.1182 0.2 0.1 0.0 -0.198
C -3.2031 0.0587 -2.5126 0.0 0.0 0.0 -0.179
C -3.9252 -0.4910 -1.2687 0.0 0.0 0.0 -0.200
C -3.5509 0.3306 -0.0418 0.0 0.1 0.1 -0.181
C -2.0402 0.2833 0.2276 0.0 0.0 0.0 -0.178
C 1.1498 -1.2310 1.1221 -0.1 0.0 0.0 -0.272
C 2.0306 -0.4077 1.8247 0.1 0.2 -0.1 -0.124
C 1.9948 -0.3321 3.2172 -0.1 0.0 0.0 -0.070
C 1.1084 -1.1182 3.9222 0.0 0.0 0.0 -0.078
C 0.2433 -1.9786 3.2449 0.0 0.0 -0.1 -0.081
C 0.2565 -2.0227 1.8661 0.0 0.1 0.1 -0.108
C 1.7420 -2.9080 -1.3943 0.1 0.0 0.1 -0.230
C 1.5617 -3.2641 -2.7340 0.0 0.0 0.0 -0.102
C 2.0776 -4.4443 -3.2485 0.0 0.0 0.0 -0.100
C 2.7987 -5.3010 -2.4270 0.0 0.0 0.0 -0.108
C 2.9967 -4.9665 -1.0964 0.0 0.0 0.0 -0.099
C 2.4716 -3.7840 -0.5903 0.0 0.0 0.0 -0.096
H 1.6687 0.5270 -2.3679 0.1 0.0 0.0 0.009
H 2.9765 0.3937 -1.1615 0.0 0.0 -0.1 0.004
H -1.3800 -1.9115 -1.0007 0.0 0.0 0.0 0.084
H -0.6571 -1.2115 -2.4266 -0.1 0.0 0.0 0.077
H -1.2675 0.9393 -2.9687 0.0 0.0 0.0 0.119
H -2.1927 1.8713 -1.8206 0.0 0.0 0.0 0.125
H -2.9271 -0.7636 -3.1771 0.0 0.0 0.0 0.096
H -3.8628 0.7100 -3.0930 0.0 0.0 0.0 0.104
H -3.6409 -1.5341 -1.1041 0.0 0.0 0.0 0.097
H -5.0065 -0.4892 -1.4220 0.0 0.0 0.0 0.100
H -4.0809 -0.0129 0.8495 0.0 0.0 0.0 0.108
H -3.8626 1.3677 -0.1971 0.0 0.0 0.0 0.111
H -1.7894 -0.6017 0.8146 0.0 0.0 0.0 0.101
H -1.7438 1.1426 0.8353 0.0 0.0 0.0 0.101
H 2.7563 0.2020 1.2917 0.1 -0.1 0.0 0.092
H 2.6477 0.3594 3.7324 0.0 0.0 0.0 0.110
H 1.0738 -1.0584 5.0029 0.0 0.0 0.0 0.101
H -0.4519 -2.5955 3.8014 0.0 0.0 0.0 0.099
H -0.4428 -2.6745 1.3519 0.0 0.0 0.0 0.103
H 1.0121 -2.6066 -3.3998 0.0 0.0 0.0 0.095
H 1.9196 -4.6952 -4.2904 0.0 0.0 0.0 0.096
H 3.2056 -6.2230 -2.8238 0.0 0.0 0.0 0.094
H 3.5596 -5.6271 -0.4478 0.0 0.0 0.0 0.096
H 2.6294 -3.5432 0.4557 0.0 0.0 0.0 0.096
Cl 0.1200 8.0156 1.3874 0.0 0.0 0.0 0.602
C 0.1584 6.2867 1.5407 0.0 0.1 0.0 -0.731
C -0.0993 5.6890 2.7579 0.0 0.0 0.0 -0.732
Cl -0.4432 6.6493 4.1625 0.0 0.0 0.0 0.601
C -0.0722 4.2897 2.8581 0.0 0.0 0.0 -0.623
Cl -0.3770 3.5014 4.3791 0.0 0.0 0.0 0.636
C 0.2083 3.4847 1.7620 0.1 0.0 -0.2 -0.409
O 0.2696 2.1789 1.8309 -0.4 0.1 0.1 -0.239
C 0.4717 4.1024 0.4889 -0.2 0.0 0.2 -0.417
O 0.6853 3.3447 -0.5535 0.3 -0.3 -0.3 -0.195
C 0.4436 5.4945 0.4188 0.0 -0.1 0.0 -0.624
Cl 0.7609 6.2251 -1.1246 0.0 0.0 0.0 0.643
```
Forces are in eV/Å.

## Properties
Total charge: -1
Energy relative to the best compared isomer or geometry (same formula, charge and spin): 155.1 kJ/mol
HOMO: -3.75 eV
Frontier orbital gap: 6.13 eV
E: -93348.566 eV

=====

# 3
Entry from the OMol25 dataset: an isolated molecule of C20H23N3O3 at a distorted geometry (wB97M-V/def2-TZVPD).

Structure (XYZ):
```
49
Properties=species:S:1:pos:R:3:forces:R:3:lowdin_charge:R:1
C 5.1088 0.7725 -1.8653 0.1 -0.1 0.1 -0.027
C 4.0702 -0.1327 -1.2783 -0.2 -0.1 -0.1 -0.298
N 4.4123 -1.3522 -1.1398 0.7 -0.1 -0.3 0.103
N 3.5396 -2.3150 -0.7021 0.0 0.0 0.5 0.054
C 2.2478 -2.4900 -1.1157 -0.2 0.1 -0.3 -0.410
O 1.6744 -1.7066 -1.8529 0.1 -0.2 -0.1 0.078
C 1.6263 -3.7125 -0.5851 -0.8 -0.4 -0.1 -0.087
C 2.1555 -4.6727 0.3324 -0.4 -0.4 0.1 -0.014
C 1.1770 -5.5917 0.5174 0.9 0.1 0.3 -0.107
O 0.0868 -5.2803 -0.2094 -0.4 0.0 -0.2 0.064
C 0.3508 -4.1438 -0.8758 0.7 0.8 -0.3 -0.245
C -0.6951 -3.5716 -1.7564 0.0 -0.2 0.1 0.015
C 2.7951 0.4854 -0.8751 -0.3 0.1 0.3 -0.210
C 2.1061 1.3521 -1.7189 0.1 -0.1 0.1 -0.027
C 0.9187 1.9232 -1.3152 -0.1 0.0 0.1 -0.014
C 0.3991 1.6642 -0.0479 0.3 -0.2 0.0 -0.209
N -0.8104 2.2743 0.2973 0.0 0.2 -0.4 0.133
C -1.5170 2.1968 1.4623 -0.3 0.5 -0.1 -0.432
O -1.1646 1.5766 2.4390 0.1 -0.2 0.2 0.082
C -2.8198 2.9916 1.3856 0.1 -0.1 0.3 -0.224
C -3.6072 2.9292 2.7058 0.1 -0.1 0.1 -0.147
C -4.8467 2.0876 2.4025 -0.1 0.2 0.0 -0.188
C -5.1434 2.4144 0.9432 0.0 -0.1 0.0 -0.196
C -3.7562 2.4047 0.3038 -0.2 0.1 -0.1 -0.157
C 1.0961 0.8207 0.8116 -0.1 0.0 0.2 0.009
C 2.2751 0.2388 0.3941 0.2 0.2 -0.3 -0.020
H 4.7994 1.0952 -2.8579 0.0 0.1 -0.1 0.079
H 6.0528 0.2419 -1.9472 0.0 0.0 0.0 0.077
H 5.2308 1.6580 -1.2445 0.0 0.1 0.0 0.087
H 4.0369 -3.1208 -0.3495 -0.2 0.2 -0.2 0.130
H 3.1180 -4.6801 0.8021 0.2 -0.1 0.2 0.103
H 1.1295 -6.4791 1.1163 -0.1 -0.1 0.0 0.120
H -1.6073 -3.3943 -1.1886 -0.1 0.0 0.0 0.091
H -0.9294 -4.2635 -2.5646 0.0 0.0 -0.1 0.091
H -0.3304 -2.6360 -2.1694 0.0 0.0 0.0 0.073
H 2.4797 1.5491 -2.7118 0.0 0.0 -0.1 0.116
H 0.3808 2.5766 -1.9892 0.0 0.1 -0.1 0.110
H -1.2178 2.8310 -0.4415 0.0 -0.1 0.2 0.140
H -2.5596 4.0270 1.1457 0.0 -0.1 0.0 0.145
H -3.8983 3.9318 3.0194 0.0 0.0 0.0 0.113
H -2.9945 2.4853 3.4894 0.0 0.1 0.0 0.105
H -4.6099 1.0276 2.5008 0.0 -0.1 0.0 0.116
H -5.6784 2.3201 3.0656 0.0 -0.1 0.1 0.107
H -5.5841 3.4101 0.8675 -0.1 0.0 0.0 0.113
H -5.8196 1.7001 0.4756 -0.1 0.0 -0.1 0.107
H -3.7287 2.9738 -0.6258 0.1 -0.1 -0.1 0.109
H -3.4658 1.3752 0.0833 0.0 0.0 -0.1 0.121
H 0.7080 0.6217 1.7960 0.0 0.0 0.0 0.101
H 2.8088 -0.4133 1.0710 0.0 -0.1 0.0 0.121
```
Forces are in eV/Å.

## Properties
Energy relative to the best compared isomer or geometry (same formula, charge and spin): 208.5 kJ/mol
SMILES: C/C(=N/NC(=O)c1ccoc1C)c1ccc(NC(=O)C2CCCC2)cc1
HOMO: -8.12 eV
Frontier orbital gap: 8.80 eV
E: -31725.992 eV

=====

# 4
Entry from the OMol25 dataset: an isolated molecule of C4H2Cl2F2O2 at a distorted geometry (wB97M-V/def2-TZVPD).

Structure (XYZ):
```
12
Properties=species:S:1:pos:R:3:forces:R:3:lowdin_charge:R:1
O 0.1199 -2.0863 -1.5429 0.0 0.0 0.0 0.026
C -0.5060 -1.9091 -0.5264 0.3 0.3 -0.1 -0.823
Cl -1.5175 -3.1718 0.1294 -0.2 -0.3 0.0 0.710
C -0.5084 -0.6964 0.2568 0.1 0.1 -0.1 -0.057
C 0.2404 0.3376 -0.1749 -0.4 2.2 1.6 -0.254
O 0.9988 0.3974 -1.2356 0.2 0.0 -0.3 0.122
C 0.2425 1.7630 0.6913 0.3 -2.4 -1.3 -0.851
F -0.7488 1.7460 1.5829 0.0 -0.1 0.1 0.067
F 0.0330 2.7929 -0.1236 0.2 0.0 -0.1 0.086
Cl 1.8036 1.9252 1.5149 -0.3 0.1 -0.1 0.748
H -1.1020 -0.6341 1.1489 0.0 0.1 0.1 0.104
H 0.9445 -0.4643 -1.7207 -0.1 0.1 0.3 0.122
```
Forces are in eV/Å.

## Properties
Energy relative to the best compared isomer or geometry (same formula, charge and spin): 0.0 kJ/mol
SMILES: O=C(Cl)/C=C(\O)C(F)(F)Cl
HOMO: -10.46 eV
Frontier orbital gap: 10.13 eV
E: -38755.069 eV